63
Properties=species:S:1:pos:R:3:forces:R:3:lowdin_charge:R:1 method="wB97M-V/def2-TZVPD" relative_energy_ev=0.491 total_charge=+1 e_homo_ev=-9.717
F -2.737 3.517 -3.178 0.3204 -1.5169 0.3959 0.060
C -2.486 2.173 -3.004 0.2767 1.2439 -0.0028 -0.209
C -3.502 1.279 -3.326 0.3640 -0.5529 0.2245 0.058
C -3.259 -0.086 -3.115 -0.2325 0.2064 -0.1011 -0.026
C -2.007 -0.518 -2.718 0.6430 -0.0681 -0.0712 0.010
C -0.924 0.393 -2.527 -0.8469 0.3101 0.5321 -0.171
C 0.377 -0.159 -2.355 0.0246 0.0877 -0.8540 0.104
C 1.663 0.422 -2.506 0.6783 -0.0905 0.4036 -0.170
C 2.785 -0.453 -2.338 -0.5987 0.0475 -0.1436 0.004
C 4.067 -0.055 -2.668 0.2967 0.0783 -0.0695 -0.033
C 4.318 1.252 -3.102 -0.3464 -0.5328 0.3026 0.068
C 3.247 2.141 -3.127 -0.4158 1.2376 -0.0870 -0.208
F 3.510 3.454 -3.439 -0.3866 -1.4810 0.2480 0.065
C 1.938 1.772 -2.857 0.4602 0.0967 -0.1361 0.093
C -1.238 1.784 -2.534 -0.3270 -0.1491 -0.5000 0.086
H -4.457 1.633 -3.703 0.1727 0.0319 0.1139 0.139
H -4.057 -0.810 -3.281 0.2555 0.2338 0.0248 0.127
H -1.816 -1.580 -2.563 -0.0724 0.2273 -0.1478 0.118
H 0.394 -1.256 -2.344 -0.0240 0.3910 0.2885 0.127
H 2.605 -1.451 -1.939 0.0938 0.1386 -0.2342 0.134
H 4.889 -0.768 -2.586 -0.2336 0.2534 0.0021 0.132
H 5.313 1.579 -3.388 -0.1620 0.0115 0.0591 0.142
H 1.151 2.509 -2.950 0.3153 -0.0753 -0.1716 0.113
H -0.531 2.531 -2.188 -0.2571 -0.0626 -0.1982 0.122
N 5.893 -3.630 0.604 -1.7534 1.7005 0.4662 0.151
C 5.059 -2.846 0.850 1.7413 -1.5362 -0.4133 -0.185
C 4.003 -1.916 1.141 -0.2619 0.0669 -0.1172 -0.245
C 2.854 -2.365 1.811 0.1605 -0.1229 0.1186 -0.015
C 1.818 -1.492 2.061 -0.2032 0.3630 -0.2645 -0.024
C 1.787 -0.203 1.463 0.9546 -0.5089 -0.1074 -0.228
C 0.609 0.620 1.505 -1.2119 0.0637 0.5251 -0.019
C -0.691 0.160 1.786 1.4080 0.4983 -0.0691 -0.175
N -1.604 0.977 2.362 0.2192 -0.1548 -0.4335 -0.061
C -1.228 2.204 3.060 0.0788 0.2451 0.1543 -0.133
C -2.547 2.921 3.381 0.1098 0.0692 0.1806 -0.147
C -3.680 2.048 2.828 -0.1548 -0.1702 -0.3334 -0.145
C -3.039 0.742 2.333 -0.6331 -0.2095 0.3284 -0.147
C -1.101 -1.226 1.420 -0.1723 -0.6579 0.1627 -0.168
C -0.562 -1.776 0.252 -0.2262 -0.0508 -0.2913 -0.068
C -0.903 -3.044 -0.206 -0.3159 0.0427 0.4869 -0.074
C -1.836 -3.801 0.518 0.2355 0.1582 0.0174 -0.063
C -2.332 -3.302 1.728 0.0603 -0.0225 0.0375 -0.057
C -1.946 -2.044 2.202 0.3259 0.1356 -0.4070 -0.026
C 2.989 0.258 0.851 -0.7094 -0.1298 0.2108 -0.040
C 4.081 -0.579 0.725 0.3959 -0.2622 -0.0387 -0.057
H 2.783 -3.408 2.134 0.1602 0.4133 0.0398 0.130
H 0.982 -1.799 2.693 0.3028 -0.0190 -0.3460 0.124
H 0.785 1.696 1.469 -0.1141 -0.2598 0.2000 0.101
H -0.683 1.970 3.992 -0.0280 -0.0877 -0.4314 0.137
H -0.573 2.842 2.453 -0.1927 -0.2053 0.0740 0.108
H -2.632 3.035 4.466 -0.0741 0.1406 -0.2322 0.112
H -2.557 3.912 2.919 -0.0510 -0.1295 0.2297 0.110
H -4.429 1.814 3.587 0.0273 0.1923 -0.1590 0.112
H -4.179 2.543 1.989 -0.0035 -0.0046 0.2238 0.108
H -3.406 0.446 1.338 0.3112 0.1692 0.1761 0.130
H -3.312 -0.081 3.005 0.0108 0.3027 -0.1152 0.100
H 0.163 -1.178 -0.298 -0.2635 -0.1571 0.2946 0.080
H -0.442 -3.446 -1.109 -0.1461 0.0482 0.1950 0.107
H -2.132 -4.788 0.154 0.0466 0.3445 0.1994 0.112
H -3.019 -3.905 2.329 0.2900 0.1749 -0.2396 0.114
H -2.266 -1.714 3.194 0.0502 -0.1616 -0.4508 0.117
H 3.033 1.279 0.464 -0.0012 -0.2680 0.1423 0.117
H 5.016 -0.224 0.281 -0.3706 -0.0769 0.1084 0.122



74
Properties=species:S:1:pos:R:3:forces:R:3:lowdin_charge:R:1 method="wB97M-V/def2-TZVPD" relative_energy_ev=0.000 total_charge=-1 e_homo_ev=-4.354
Tl -1.305 -0.299 -0.269 -0.4945 -0.1356 0.0496 0.553
N 2.721 -2.461 1.841 -0.0588 0.0002 0.1205 0.140
C 1.687 -2.060 1.082 -0.1311 0.1642 -0.0572 -0.176
N 1.036 -0.952 1.243 -0.1057 0.0270 0.0746 0.110
C 1.410 -0.103 2.260 -0.0520 -0.0753 0.0203 -0.271
N 0.734 0.946 2.620 0.0623 0.0751 0.0097 0.075
N -0.349 1.232 1.823 0.2317 -0.1590 0.0017 -0.042
C -1.096 2.151 2.274 -0.1079 0.0940 -0.0179 -0.107
C -2.239 2.647 1.492 -0.0632 0.0132 0.0183 -0.259
C -2.928 3.771 1.935 -0.0358 0.0121 0.0127 -0.024
C -3.991 4.246 1.184 0.0081 0.0163 0.0257 -0.070
C -4.342 3.578 0.025 -0.0308 -0.0048 -0.0153 -0.054
C -3.608 2.455 -0.339 -0.0010 -0.0820 -0.0064 -0.121
N -2.578 2.008 0.367 0.0789 0.0421 0.0839 0.079
C 2.634 -0.402 3.020 -0.0161 0.0346 0.0062 -0.073
C 3.177 0.475 3.961 -0.0018 0.0315 -0.0008 -0.016
C 4.323 0.138 4.649 0.0047 0.0144 0.0159 -0.081
C 4.945 -1.090 4.412 0.0181 0.0009 0.0186 -0.071
C 4.426 -1.970 3.490 0.0427 0.0028 0.0009 -0.016
C 3.274 -1.616 2.789 -0.0592 -0.0680 -0.0231 -0.170
H 3.177 -3.329 1.618 0.1153 -0.0481 -0.0798 0.144
H 1.369 -2.747 0.308 -0.0061 0.0265 -0.0471 0.099
H -0.890 2.611 3.240 0.0310 0.0638 0.0030 0.122
H -2.626 4.260 2.854 -0.0098 -0.0191 -0.0233 0.109
H -4.541 5.121 1.506 0.0033 -0.0045 0.0011 0.103
H -5.174 3.902 -0.586 0.0255 -0.0102 0.0141 0.102
H -3.865 1.861 -1.211 0.0145 0.0215 0.0102 0.074
H 2.674 1.418 4.127 0.0077 -0.0247 -0.0044 0.107
H 4.744 0.826 5.371 -0.0055 -0.0085 -0.0076 0.098
H 5.848 -1.352 4.949 -0.0075 0.0025 -0.0104 0.105
H 4.911 -2.918 3.288 -0.0219 0.0071 0.0083 0.113
S -2.415 -1.318 1.686 0.2677 0.0646 -0.1505 0.573
C -4.004 -1.801 1.081 -0.0730 0.0234 -0.1393 -0.672
C -4.849 -2.378 2.036 0.0257 0.0039 0.0146 -0.164
C -6.126 -2.810 1.725 0.0077 0.0064 -0.0008 -0.129
C -6.588 -2.669 0.422 0.0162 0.0040 -0.0095 -0.127
C -5.767 -2.099 -0.533 -0.0052 0.0051 0.0124 -0.158
C -4.470 -1.648 -0.244 0.0249 0.0037 0.0860 -0.703
S -3.548 -0.943 -1.562 0.0419 0.0608 -0.0341 0.507
H -4.478 -2.486 3.049 -0.0075 -0.0024 -0.0209 0.085
H -6.751 -3.252 2.492 0.0175 0.0060 -0.0153 0.088
H -7.583 -3.004 0.149 0.0174 0.0095 0.0049 0.088
H -6.120 -1.988 -1.552 0.0077 0.0001 0.0279 0.083
F 7.013 -5.176 1.418 0.0970 -0.0976 0.0790 0.097
C 6.218 -4.328 0.751 -0.0394 0.0714 -0.0093 -0.170
C 6.368 -2.960 0.889 -0.0139 -0.0088 -0.0848 -0.182
F 7.320 -2.487 1.706 0.0593 0.0470 0.0842 0.100
C 5.546 -2.094 0.197 -0.0009 -0.0881 -0.0658 -0.281
F 5.747 -0.790 0.396 0.0187 0.1962 0.0549 0.074
C 4.527 -2.516 -0.676 0.0808 0.0206 0.0150 -0.625
S 3.475 -1.403 -1.470 0.1278 -0.0709 -0.0158 0.621
C 4.427 -3.911 -0.784 -0.0031 0.0978 0.0462 -0.265
F 3.494 -4.455 -1.579 -0.1924 -0.0362 -0.1721 0.066
C 5.236 -4.797 -0.098 0.0008 0.0303 0.0279 -0.168
F 5.076 -6.119 -0.250 -0.0178 -0.1307 -0.0306 0.102
C 1.123 -3.033 -3.582 -0.0955 -0.1292 -0.0202 -0.076
C 0.293 -2.980 -2.388 0.0775 0.1322 0.0545 -0.261
N -0.333 -2.861 -1.432 0.0631 -0.1938 -0.0037 0.155
H 1.202 -4.059 -3.938 -0.0112 -0.0078 -0.0158 0.081
H 2.113 -2.658 -3.313 0.0370 0.0232 0.0307 0.002
H 0.681 -2.410 -4.358 -0.0037 -0.0051 -0.0080 0.084
C 1.665 1.670 -3.121 0.0079 -0.0310 -0.0347 -0.094
C 1.045 1.385 -1.751 0.0272 -0.0341 0.0353 -0.520
C 0.744 2.700 -1.042 -0.0408 0.0635 -0.0805 -0.083
C -0.190 0.514 -1.940 0.0800 -0.0732 -0.0096 -0.273
H 2.597 2.231 -3.021 -0.0220 -0.0232 0.0029 0.076
H 0.976 2.260 -3.737 0.0156 -0.0202 0.0157 0.078
H 1.888 0.743 -3.655 0.0224 0.0163 0.0265 0.066
H 1.778 0.821 -1.167 -0.0070 0.0330 0.0359 0.072
H -0.075 3.228 -1.546 0.0482 -0.0130 0.0089 0.081
H 1.621 3.354 -1.053 -0.0296 -0.0290 0.0140 0.077
H 0.454 2.540 -0.008 -0.0383 -0.0117 0.0326 0.041
H 0.079 -0.390 -2.489 -0.0304 0.0636 -0.0289 0.017
H -0.957 1.038 -2.521 0.0066 0.0131 0.0379 0.054